Entry one
Computed, not measured: C7H12 as an isolated structure, with ωB97M-V/def2-TZVPD.

Each line ends with the Löwdin charge.
Cartesian coordinates (Å):
C 2.671 0.306 -0.604  -0.117
C 1.198 -0.120 -0.733  -0.300
C 0.519 0.223 0.570  -0.075
C -0.653 1.210 0.471  -0.186
C -1.827 0.278 0.690  -0.265
C -1.961 -0.839 -0.311  -0.105
C -1.168 -1.053 0.927  -0.123
H 3.182 0.287 -1.573  0.068
H 3.197 -0.361 0.086  0.072
H 2.752 1.320 -0.199  0.071
H 0.741 0.374 -1.608  0.099
H 1.157 -1.199 -0.924  0.116
H 0.042 -0.830 1.155  0.075
H -0.706 1.716 -0.505  0.108
H -0.586 1.983 1.246  0.103
H -2.712 0.606 1.231  0.131
H -2.929 -1.338 -0.320  0.105
H -1.484 -0.780 -1.288  0.102
H -1.434 -1.782 1.689  0.122

Results
E_LUMO (eV): 0.81
Orbital gap (eV): 8.346
HOMO level (Eh): -0.277

Entry two
Computed, not measured: C7H12 as an isolated structure, with ωB97M-V/def2-TZVPD.

Each line ends with the Löwdin charge.
Cartesian coordinates (Å):
C -2.921 0.811 0.316  -0.124
C -1.978 0.058 -0.624  -0.284
C -0.534 0.029 -0.119  -0.236
C 0.410 -0.743 -1.060  -0.234
C 1.809 -0.787 -0.632  -0.044
C 2.687 -0.495 0.166  -0.265
C 3.739 -0.088 1.024  -0.038
H -2.935 0.351 1.312  0.071
H -2.607 1.856 0.435  0.072
H -3.950 0.812 -0.065  0.068
H -2.336 -0.974 -0.754  0.108
H -2.003 0.522 -1.621  0.109
H -0.504 -0.434 0.879  0.116
H -0.162 1.058 -0.002  0.118
H 0.041 -1.767 -1.195  0.112
H 0.384 -0.282 -2.056  0.113
H 2.421 -0.005 1.415  0.191
H 4.332 0.812 0.764  0.083
H 4.107 -0.732 1.818  0.063

Results
E_LUMO (eV): 0.88
Orbital gap (eV): 8.770
HOMO level (Eh): -0.290

Entry three
Computed, not measured: an isolated molecule of C7H12, with ωB97M-V/def2-TZVPD.

Each line ends with the Löwdin charge.
Cartesian coordinates (Å):
C -0.443 -0.508 2.057  0.014
C -0.875 0.056 0.919  -0.275
C -2.237 0.729 0.651  -0.045
C 0.154 0.082 -0.226  -0.249
C -0.202 0.871 -1.449  -0.084
C 1.394 -0.447 -0.175  -0.128
C 2.219 -0.916 -1.354  -0.096
H 0.594 -0.516 2.362  0.051
H -1.061 -1.122 2.713  0.062
H -2.330 1.221 -0.300  0.046
H -2.293 1.302 1.575  0.077
H -3.073 0.014 0.757  0.084
H -0.134 1.957 -1.304  0.098
H -1.246 0.658 -1.760  0.070
H 0.281 0.634 -2.399  0.068
H 1.954 -0.421 0.750  0.095
H 2.932 -0.118 -1.629  0.083
H 1.588 -1.017 -2.239  0.061
H 2.674 -1.863 -1.102  0.067

Results
SMILES: C=C(C)/C(C)=C/C
E_LUMO (eV): 0.74
Orbital gap (eV): 8.430
HOMO level (Eh): -0.283

Entry four
Computed, not measured: an isolated molecule of C7H12, with ωB97M-V/def2-TZVPD.

Each line ends with the Löwdin charge.
Cartesian coordinates (Å):
C -3.772 1.080 0.369  -0.114
C -2.322 1.278 0.354  -0.087
C -1.121 1.383 0.335  -0.056
C 0.339 1.247 0.257  -0.217
C 0.657 -0.215 -0.088  -0.247
C 2.133 -0.558 -0.253  -0.275
C 2.301 -2.053 -0.550  -0.120
H -4.002 0.015 0.261  0.076
H -4.258 1.612 -0.455  0.074
H -4.214 1.425 1.308  0.074
H 0.806 1.532 1.209  0.115
H 0.749 1.920 -0.508  0.115
H 0.213 -0.853 0.687  0.121
H 0.132 -0.461 -1.020  0.117
H 2.691 -0.288 0.653  0.108
H 2.559 0.042 -1.068  0.107
H 2.297 -2.645 0.371  0.071
H 1.471 -2.415 -1.170  0.070
H 3.230 -2.270 -1.085  0.066

Results
SMILES: CC#CCCCC
E_LUMO (eV): 1.08
Orbital gap (eV): 10.395
HOMO level (Eh): -0.342

Last place for stability: entry one

Entry one
Computed, not measured: an isolated molecule of C7H12, with ωB97M-V/def2-TZVPD.

Each line ends with the Löwdin charge.
Cartesian coordinates (Å):
C 1.131 -2.435 -1.169  -0.120
C 0.431 -1.089 -1.332  -0.280
C 0.502 -0.225 -0.074  -0.225
C -0.185 1.129 -0.275  -0.200
C 0.492 2.870 1.247  0.239
C -0.369 1.918 1.018  -0.480
C -1.518 1.590 1.941  -0.069
H 2.198 -2.304 -0.960  0.073
H 0.700 -3.004 -0.339  0.072
H 1.040 -3.047 -2.072  0.069
H 0.872 -0.541 -2.175  0.111
H -0.622 -1.252 -1.596  0.108
H 1.551 -0.054 0.200  0.121
H 0.049 -0.762 0.770  0.113
H 0.391 1.716 -0.996  0.111
H -1.181 0.986 -0.719  0.122
H -1.501 0.542 2.250  0.077
H -2.474 1.764 1.437  0.083
H -1.508 2.199 2.846  0.074

Results
E_LUMO (eV): -0.01
Orbital gap (eV): 9.650
HOMO level (Eh): -0.355

Entry two
Computed, not measured: an isolated molecule of C7H12, with ωB97M-V/def2-TZVPD.

Each line ends with the Löwdin charge.
Cartesian coordinates (Å):
C 2.070 1.694 -0.153  -0.077
C 0.845 0.805 -0.350  -0.345
C 0.834 -0.673 0.141  -0.107
C -0.704 -0.555 0.264  -0.353
C -1.600 -1.487 -0.843  -0.061
C -1.921 -1.307 0.597  -0.163
C -0.455 0.952 0.481  -0.096
H 2.934 1.303 -0.707  0.074
H 2.344 1.752 0.905  0.072
H 1.899 2.719 -0.513  0.073
H 0.590 0.788 -1.426  0.140
H 1.006 -1.433 -0.602  0.093
H 1.520 -0.792 0.996  0.116
H -1.288 -2.508 -1.162  0.095
H -2.049 -0.923 -1.656  0.077
H -1.837 -2.178 1.228  0.101
H -2.757 -0.654 0.826  0.108
H -0.321 0.656 1.564  0.137
H -1.113 1.840 0.410  0.114

Results
SMILES: CC1CC2(CC2)C1
E_LUMO (eV): 1.15
Orbital gap (eV): 9.739
HOMO level (Eh): -0.316

Entry three
Computed, not measured: an isolated molecule of C7H12, with ωB97M-V/def2-TZVPD.

Each line ends with the Löwdin charge.
Cartesian coordinates (Å):
C -2.100 0.144 0.828  0.050
C -0.937 -0.227 0.265  -0.347
C 0.282 -0.090 1.082  -0.094
C 1.536 -0.261 0.637  -0.165
C 2.701 0.633 0.920  -0.099
C -0.884 -0.788 -1.105  -0.223
C -0.881 0.362 -2.158  -0.096
H -2.986 0.274 0.211  0.063
H -2.159 0.522 1.848  0.060
H 0.093 0.168 2.136  0.116
H 1.689 -1.129 -0.017  0.102
H 3.095 0.610 1.937  0.072
H 2.399 1.680 0.695  0.086
H 3.468 0.352 0.205  0.064
H 0.099 -1.201 -1.334  0.083
H -1.616 -1.549 -1.389  0.116
H -0.885 -0.031 -3.185  0.069
H -1.888 0.848 -2.062  0.076
H -0.109 1.098 -1.992  0.066

Results
SMILES: C=C(/C=C/C)CC
E_LUMO (eV): 0.79
Orbital gap (eV): 8.721
HOMO level (Eh): -0.291

Entry four
Computed, not measured: an isolated molecule of C7H12, with ωB97M-V/def2-TZVPD.

Each line ends with the Löwdin charge.
Cartesian coordinates (Å):
C -2.682 2.292 2.237  -0.115
C -2.038 1.274 1.407  -0.089
C -1.516 0.463 0.685  -0.051
C -0.893 -0.428 -0.298  -0.223
C 0.642 -0.387 -0.253  -0.237
C 1.281 -1.265 -1.326  -0.285
C 2.806 -1.201 -1.310  -0.123
H -1.931 2.922 2.724  0.075
H -3.310 1.841 3.012  0.074
H -3.313 2.936 1.614  0.076
H -1.235 -0.133 -1.299  0.118
H -1.242 -1.457 -0.144  0.116
H 0.979 0.651 -0.375  0.118
H 0.984 -0.705 0.740  0.118
H 0.908 -0.952 -2.312  0.108
H 0.953 -2.305 -1.188  0.109
H 3.157 -0.175 -1.472  0.072
H 3.208 -1.541 -0.348  0.072
H 3.242 -1.831 -2.094  0.068

Results
SMILES: CC#CCCCC
E_LUMO (eV): 1.09
Orbital gap (eV): 10.417
HOMO level (Eh): -0.343

Last place for stability: entry one

Entry one
Computed, not measured: an isolated molecule of C7H12, with ωB97M-V/def2-TZVPD.

Each line ends with the Löwdin charge.
Cartesian coordinates (Å):
C -1.415 1.228 1.670  0.015
C -1.272 1.161 0.343  -0.152
C -0.458 0.163 -0.333  -0.293
C 0.292 0.543 -1.385  -0.104
C 1.569 -0.091 -1.898  -0.086
C -0.284 -1.188 0.317  -0.217
C 1.020 -1.359 1.117  -0.094
H -1.334 0.402 2.361  0.056
H -1.781 2.157 2.096  0.049
H -1.689 1.871 -0.372  0.107
H 0.172 1.574 -1.706  0.097
H 2.264 -0.275 -1.079  0.058
H 2.011 0.643 -2.566  0.067
H 1.417 -1.077 -2.347  0.079
H -1.128 -1.566 0.888  0.101
H -0.342 -1.943 -0.489  0.114
H 1.203 -0.452 1.709  0.079
H 1.894 -1.600 0.528  0.055
H 0.812 -2.034 1.947  0.067

Results
SMILES: C=C/C(=C/C)CC
E_LUMO (eV): 1.07
Orbital gap (eV): 9.395
HOMO level (Eh): -0.306

Entry two
Computed, not measured: a 2-piece molecular cluster, C7H12 overall, with ωB97M-V/def2-TZVPD.

Each line ends with the Löwdin charge.
Cartesian coordinates (Å):
C 2.241 1.679 -1.525  -0.041
C 0.039 0.889 -0.258  -0.038
C -0.451 -0.329 -0.959  -0.132
C -0.785 -0.575 0.530  -0.455
C -2.129 -0.524 1.180  -0.080
C -1.367 -1.818 1.143  -0.067
C 0.497 0.172 0.963  -0.131
H 2.270 2.103 -2.529  0.028
H 2.501 0.618 -1.594  0.031
H 2.977 2.170 -0.887  0.030
H 1.225 1.876 -1.104  -0.020
H -1.259 -0.164 -1.676  0.104
H 0.234 -1.118 -1.297  0.118
H -2.997 -0.423 0.534  0.109
H -2.210 -0.004 2.130  0.109
H -1.703 -2.598 0.464  0.106
H -0.915 -2.180 2.062  0.106
H 1.336 -0.536 0.940  0.119
H 0.496 0.763 1.882  0.104

Results
E_LUMO (eV): 0.89
Orbital gap (eV): 8.808
HOMO level (Eh): -0.291

Entry three
Computed, not measured: an isolated molecule of C7H12, with ωB97M-V/def2-TZVPD.

Each line ends with the Löwdin charge.
Cartesian coordinates (Å):
C -2.404 -0.108 2.105  -0.002
C -1.263 0.147 1.458  -0.183
C -1.053 -0.207 0.055  -0.090
C 0.147 -0.246 -0.548  -0.294
C 0.240 -0.763 -1.948  -0.070
C 1.426 0.177 0.123  -0.209
C 2.373 0.911 -0.831  -0.120
H -2.437 0.137 3.160  0.047
H -3.211 -0.704 1.703  0.056
H -0.379 0.277 2.073  0.090
H -1.936 -0.182 -0.577  0.112
H -0.718 -0.888 -2.457  0.079
H 0.684 0.020 -2.574  0.070
H 0.861 -1.642 -2.115  0.088
H 1.259 0.785 1.004  0.093
H 2.021 -0.702 0.394  0.119
H 2.751 0.278 -1.635  0.068
H 1.862 1.706 -1.389  0.077
H 3.193 1.435 -0.345  0.069

Results
SMILES: C=C/C=C(/C)CC
E_LUMO (eV): 1.03
Orbital gap (eV): 9.251
HOMO level (Eh): -0.302

Entry four
Computed, not measured: an isolated molecule of C7H12, with ωB97M-V/def2-TZVPD.

Each line ends with the Löwdin charge.
Cartesian coordinates (Å):
C 0.514 0.561 -1.681  0.036
C 0.309 -0.467 -0.818  -0.279
C 0.162 -1.880 -1.428  -0.077
C -0.158 -0.340 0.606  -0.281
C -0.256 -1.416 1.389  0.065
C -0.685 1.009 1.082  -0.221
C 0.152 2.265 0.865  -0.118
H 0.077 0.843 -2.634  0.074
H 1.206 1.304 -1.281  0.050
H 0.720 -2.667 -0.918  0.071
H 0.688 -1.724 -2.371  0.061
H -0.834 -2.218 -1.728  0.084
H -0.406 -1.194 2.438  0.068
H 0.090 -2.328 0.932  0.046
H -1.734 1.179 0.795  0.119
H -0.894 0.894 2.169  0.101
H 0.013 3.011 1.647  0.069
H 1.222 2.127 0.712  0.069
H -0.155 2.679 -0.101  0.062

Results
SMILES: C=C(C)C(=C)CC
E_LUMO (eV): 0.46
Orbital gap (eV): 8.526
HOMO level (Eh): -0.297

Last place for stability: entry two

Entry one
Computed, not measured: a 2-piece molecular cluster, C7H12 overall, with ωB97M-V/def2-TZVPD.

Each line ends with the Löwdin charge.
Cartesian coordinates (Å):
C 1.132 1.416 2.339  -0.254
C 0.616 2.085 1.122  0.008
C 0.357 0.498 -0.663  -0.107
C -0.409 -0.748 -0.959  -0.470
C -1.236 -1.238 -2.081  -0.076
C -0.088 -2.074 -1.525  -0.076
C -0.636 -0.174 0.368  -0.073
H 1.325 2.323 2.948  0.093
H 2.105 0.934 2.202  0.063
H 0.481 0.767 2.941  0.060
H -0.461 2.282 1.285  0.007
H 0.054 1.387 -1.205  0.101
H 1.432 0.376 -0.543  0.107
H -1.098 -0.781 -3.059  0.102
H -2.251 -1.572 -1.876  0.101
H 0.806 -2.172 -2.138  0.102
H -0.342 -2.963 -0.950  0.101
H -0.206 -0.674 1.233  0.100
H -1.580 0.330 0.559  0.109

Results
E_LUMO (eV): 0.73
Orbital gap (eV): 8.713
HOMO level (Eh): -0.293

Entry two
Computed, not measured: an isolated molecule of C7H12, with ωB97M-V/def2-TZVPD.

Each line ends with the Löwdin charge.
Cartesian coordinates (Å):
C -1.572 0.143 1.849  -0.111
C -1.069 0.426 0.414  -0.226
C 0.274 -0.171 0.223  -0.438
C 0.477 -1.685 0.394  -0.038
C 1.463 0.665 0.245  -0.003
C 1.129 0.514 -1.028  -0.118
C 0.836 0.751 -2.444  -0.073
H -1.609 -0.878 1.891  0.001
H -2.565 0.674 2.063  0.094
H -0.890 0.405 2.714  0.099
H -1.008 1.580 0.470  0.134
H -1.696 0.247 -0.453  0.108
H 0.229 -2.269 -0.555  0.101
H -0.070 -2.037 1.345  0.093
H 1.470 -1.863 0.573  0.029
H 2.259 1.052 0.852  0.090
H 0.001 1.508 -2.532  0.104
H 0.588 -0.144 -3.026  0.073
H 1.754 1.081 -2.995  0.081

Results
SMILES: CC[C@]1(C)C=C1C
E_LUMO (eV): 0.93
Orbital gap (eV): 9.372
HOMO level (Eh): -0.310

Last place for stability: entry one